Run i
# C2H4NO2

A 2-piece molecular cluster, C2H4NO2 overall (ωB97M-V/def2-TZVPD, the OMol25 dataset).

Computed properties:
- LUMO level (eV) = 4.066
- total charge = -1
- molar mass (g/mol) = 74.06

Last column: natural (NBO) charge in e.
Cartesian coordinates (Å):
O 1.079 0.673 0.414  -0.822
C 1.843 -0.229 0.002  0.444
N 1.872 -0.896 -1.136  -0.932
C -1.817 0.142 0.567  0.302
O -2.908 0.304 0.078  -0.565
H 2.557 -0.698 0.733  0.033
H 1.333 -0.341 -1.807  0.293
H -1.589 0.648 1.541  0.084
H -0.966 -0.434 0.204  0.162


Run ii
# C2H4NO2

A 2-piece molecular cluster, C2H4NO2 overall (ωB97M-V/def2-TZVPD, the OMol25 dataset).

Computed properties:
- LUMO level (eV) = 4.197
- total charge = -1
- molar mass (g/mol) = 74.06

Last column: natural (NBO) charge in e.
Cartesian coordinates (Å):
O 1.551 0.146 1.053  -0.836
C 1.439 0.174 -0.266  0.409
N 0.921 -0.686 -1.132  -0.912
C -1.390 0.507 0.221  0.250
O -2.461 -0.221 0.098  -0.601
H 2.131 0.890 -0.773  0.063
H 0.355 -1.441 -0.693  0.310
H -0.946 1.048 1.216  0.162
H -1.005 0.827 -0.764  0.155


Run iii
# C2H4NO2

C2H4NO2 as an isolated structure (ωB97M-V/def2-TZVPD, the OMol25 dataset).

Computed properties:
- LUMO level (eV) = 4.606
- total charge = -1
- molar mass (g/mol) = 74.06

Last column: natural (NBO) charge in e.
Cartesian coordinates (Å):
O 1.794 -0.532 -1.189  -0.763
C 1.288 -0.126 -0.137  0.772
O 1.828 0.202 0.929  -0.782
C -0.329 0.092 -0.285  -0.480
N -1.623 -0.082 0.483  -0.838
H -0.190 1.178 -0.413  0.181
H -0.852 -0.844 0.532  0.396
H -1.404 0.347 1.388  0.321
H -0.513 -0.235 -1.307  0.193


Here is how they stack up, most stable first: run i, run ii, run iii.


Run i
# C3H2NO3S

A 2-piece molecular cluster, C3H2NO3S overall (ωB97M-V/def2-TZVPD, the OMol25 dataset).

Computed properties:
- LUMO level (eV) = 3.554
- total charge = -1
- molar mass (g/mol) = 132.12

Last column: natural (NBO) charge in e.
Cartesian coordinates (Å):
C -0.702 -0.893 0.061  0.039
C 1.726 0.214 0.305  0.878
C -0.188 0.205 -0.638  -0.145
N -1.762 -0.591 0.792  -0.697
O 2.184 1.312 0.189  -0.666
O 2.006 -0.906 0.727  -0.717
O -0.987 1.350 -0.539  -0.672
S -2.311 0.993 0.477  0.585
H -0.209 -1.818 0.144  0.217
H 0.245 0.134 -1.517  0.178


Run ii
# C3H2NO3S

An isolated ion of composition C3H2NO3S and charge -1 (ωB97M-V/def2-TZVPD, the OMol25 dataset).

Computed properties:
- LUMO level (eV) = 3.773
- total charge = -1
- molar mass (g/mol) = 132.12

Last column: natural (NBO) charge in e.
Cartesian coordinates (Å):
C 1.322 -1.142 -1.102  -0.098
C -0.933 1.885 -0.703  0.321
C 0.178 -0.312 0.963  0.367
N 1.292 -0.613 0.104  -0.628
O -0.974 1.904 -1.865  -0.590
O 0.423 -0.048 2.103  -0.612
O -2.423 0.137 1.043  -1.012
S -1.323 -0.180 0.092  0.774
H 0.203 -1.198 -1.317  0.102
H 2.234 -0.433 0.683  0.376


Here is how they stack up, most stable first: run i, run ii.